Density functional theory data (ωB97M-V/def2-TZVPD) for a structure of composition C37H33N10O5S3Ti.

Results
net charge: -2
2S+1: 2
E_tot: -4397.691319 Eh
HOMO energy (alpha / beta): 0.3493 / 0.3482 eV
relative energy (zero: lowest compared OMol25 entry of this formula, charge and spin): 0.00 kJ/mol
LUMO energy (alpha / beta): 4.02 / 4.02 eV

Cartesian coordinates (Å):
Ti  1.530  -0.088  -0.954
S  0.496  -0.877  2.149
S  3.996  -1.015  0.559
S  -0.791  -1.478  -1.261
O  5.283  -1.670  0.400
O  4.035  0.361  -4.156
O  1.934  -2.067  -1.744
O  2.212  0.298  -2.866
O  2.884  -1.916  0.857
N  -3.583  0.861  -1.967
N  -1.689  1.870  -1.468
N  -6.696  -1.027  -4.466
N  3.640  -0.004  -0.588
N  -5.264  -0.521  -2.944
N  0.404  1.954  2.766
N  1.296  -3.087  -1.217
N  1.538  2.072  -0.729
N  0.780  0.331  0.997
N  -6.484  -0.262  -3.460
C  -2.504  1.143  4.887
C  3.905  0.220  4.396
C  -0.758  -0.119  3.116
C  1.239  2.575  0.555
C  1.874  2.958  -1.680
C  -2.692  1.194  -0.981
C  3.953  2.192  3.043
C  -2.646  -0.215  4.628
C  -0.047  -2.982  -0.976
C  -0.625  1.263  3.364
C  -3.094  1.388  -3.151
C  0.852  1.625  1.449
C  1.360  3.991  0.811
C  4.384  -0.002  -1.840
C  1.973  4.316  -1.494
C  -5.596  -1.838  -4.631
C  0.009  -5.289  -0.233
C  2.001  -4.198  -0.937
C  -4.660  -1.519  -3.648
C  -0.689  -4.133  -0.486
C  -1.774  -0.832  3.734
C  4.031  1.411  1.895
C  3.882  1.612  4.301
C  -3.165  -3.120  -4.487
C  -4.106  -3.464  -5.484
C  -1.922  1.994  -2.814
C  3.482  0.233  -3.066
C  3.724  2.456  5.538
C  1.719  4.834  -0.184
C  -1.511  1.878  4.254
C  4.044  0.033  2.006
C  -2.845  0.808  0.446
C  1.386  -5.324  -0.455
C  -5.324  -2.834  -5.576
C  3.972  -0.565  3.259
C  -3.412  -2.144  -3.550
C  -4.824  0.164  -1.753
H  -2.675  -1.872  -2.801
H  2.763  2.258  6.019
H  3.821  -0.252  5.369
H  4.921  -0.939  -2.004
H  3.898  3.271  2.942
H  3.764  3.518  5.294
H  0.363  2.950  2.913
H  -1.873  -1.889  3.509
H  2.258  4.956  -2.318
H  -1.409  2.941  4.449
H  1.981  -6.198  -0.234
H  -5.639  0.839  -1.485
H  5.131  0.799  -1.862
H  -3.433  -0.787  5.105
H  -3.179  1.642  5.573
H  -0.508  -6.158  0.158
H  -1.750  -4.060  -0.294
H  2.071  2.527  -2.654
H  -1.210  2.481  -3.460
H  -3.846  -4.236  -6.198
H  -2.209  -3.628  -4.465
H  1.822  5.896  0.019
H  4.509  2.246  6.270
H  4.018  1.864  0.913
H  3.059  -4.092  -1.118
H  -1.968  1.177  0.971
H  -4.674  -0.555  -0.947
H  -6.046  -3.080  -6.343
H  -3.743  1.234  0.903
H  -2.857  -0.278  0.564
H  -3.598  1.246  -4.091
H  3.926  -1.644  3.330
H  1.195  4.381  1.811

Löwdin atomic charge list, values in e, 4 entries:
1. Ti 0.91
2. S 0.96
3. S 0.56
4. S 0.73